[1]
Density functional theory data (wB97M-V/def2-TZVPD) for a cluster of 2 separate species, C6H15BrN in total at a distorted geometry.

Cartesian coordinates (Å):
C -0.941 1.529 0.170
C -0.313 -0.111 -1.621
C -2.021 -0.662 0.175
C 0.763 -1.655 0.494
C 2.367 0.997 0.558
C -0.631 0.080 -0.127
N 0.361 -0.347 0.823
Br 3.603 -0.064 -0.132
H -1.896 1.890 -0.128
H -1.033 1.825 1.165
H -0.258 2.126 -0.372
H -0.760 0.723 -2.122
H -0.595 -1.033 -2.119
H 0.859 -0.185 -1.714
H -2.788 -0.147 -0.234
H -1.933 -1.615 -0.260
H -2.291 -0.611 1.190
H 1.764 -1.891 0.824
H 0.054 -2.349 0.937
H 0.882 -1.689 -0.594
H 1.984 1.730 -0.185
H 2.498 1.306 1.558
H 0.326 0.153 1.714

M = 181.10 u
HOMO energy (alpha / beta) = -13.67 / -13.67 eV
Spin multiplicity = 1
DFT total energy = -2865.99195 Eh
ΔE to the lowest compared entry with this formula, charge and spin = 418.6 kJ/mol
Charge = +1

=====

[2]
Density functional theory data (wB97M-V/def2-TZVPD) for a cluster of 8 separate species, C23H50Cl2N6O9 in total at a distorted geometry.

Cartesian coordinates (Å):
C 2.801 4.126 -0.005
C 4.268 4.492 -0.315
O 4.162 5.628 -1.155
C 2.875 5.985 -1.325
O 2.506 6.896 -1.987
O 2.071 5.188 -0.607
H 2.605 4.064 1.060
H 2.573 3.206 -0.544
H 4.818 3.649 -0.720
H 4.735 4.753 0.637
C -0.371 3.748 2.844
C 0.328 5.002 2.414
O 1.462 5.238 2.823
N -0.266 5.774 1.486
C 0.244 7.050 1.019
H 0.222 2.873 2.586
H -1.369 3.631 2.415
H -0.517 3.731 3.925
H -1.151 5.493 1.102
H -0.103 7.169 -0.007
H 1.325 7.063 1.098
H -0.177 7.899 1.564
C -1.079 -0.753 -5.244
C -1.574 -1.342 -3.922
O -0.849 -1.973 -3.167
N -2.847 -1.036 -3.635
C -3.507 -1.415 -2.393
H -0.067 -0.396 -5.060
H -1.684 0.113 -5.505
H -1.084 -1.495 -6.039
H -3.475 -0.761 -4.369
H -3.245 -0.682 -1.621
H -3.122 -2.347 -1.978
H -4.592 -1.434 -2.434
C -4.831 -1.756 1.071
C -5.347 -2.926 1.853
O -6.288 -2.753 2.616
N -4.767 -4.122 1.656
C -5.280 -5.331 2.251
H -5.047 -0.821 1.583
H -5.238 -1.700 0.061
H -3.739 -1.744 0.968
H -3.976 -4.238 1.018
H -6.179 -5.139 2.836
H -4.543 -5.767 2.925
H -5.636 -6.063 1.521
C -0.217 1.735 -1.014
C -0.439 0.653 0.039
O -0.664 0.961 1.205
N -0.369 -0.624 -0.354
C -0.491 -1.752 0.564
H 0.712 2.289 -0.921
H -1.096 2.371 -1.073
H -0.144 1.233 -1.988
H -0.277 -0.857 -1.332
H -1.378 -1.564 1.173
H 0.409 -1.779 1.172
H -0.671 -2.690 0.047
C -1.994 -5.074 -2.530
C -2.001 -4.934 -1.025
O -2.929 -4.409 -0.424
N -0.948 -5.541 -0.427
C -0.650 -5.412 0.983
H -2.791 -4.465 -2.951
H -2.112 -6.109 -2.853
H -1.077 -4.697 -2.985
H -0.330 -6.060 -1.024
H 0.382 -5.113 1.174
H -0.762 -6.360 1.516
H -1.321 -4.684 1.429
C 6.773 0.454 0.292
C 5.337 0.714 -0.076
O 4.650 1.526 0.541
N 4.802 -0.027 -1.061
C 3.456 0.100 -1.576
H 6.864 0.205 1.346
H 7.396 1.318 0.063
H 7.209 -0.369 -0.280
H 5.412 -0.618 -1.600
H 2.761 -0.659 -1.215
H 3.528 0.101 -2.663
H 3.022 1.048 -1.259
Cl 1.629 -0.765 5.026
C 1.238 0.315 3.646
C 2.427 0.554 2.748
Cl 2.936 -1.000 2.015
H 0.768 1.205 4.060
H 0.439 -0.132 3.056
H 3.300 0.899 3.294
H 2.167 1.235 1.942

M = 625.59 u
HOMO energy = -9.01 eV
Structure (SMILES) = O=C1OCCO1.CNC(C)=O.CNC(C)=O.CNC(C)=O.CNC(C)=O.CNC(C)=O.CNC(C)=O.ClCCCl
Spin multiplicity = 1
DFT total energy = -2832.58201 Eh
ΔE to the lowest compared entry with this formula, charge and spin = 0.0 kJ/mol